DFT (ωB97M-V with the def2-TZVPD basis set) results for C4H8ClNOS as an isolated structure.

Properties
Gap between HOMO and LUMO in eV: 10.07
LUMO level in eV: 0.56
Relative energy (zero: lowest compared OMol25 entry of this formula, charge and spin) in kcal/mol: 123.0
Calculated total energy in a.u.: -1145.406492

XYZ file:
```
16
Properties=species:S:1:pos:R:3:forces:R:3
H -1.02920 -0.57761 2.28882 1.4 0.7 -1.8
C -0.36770 -0.48531 1.32936 0.1 -3.9 1.0
C 0.94829 0.29679 1.19924 3.9 -0.9 -1.2
N -1.48829 -0.55420 -1.16431 2.4 4.2 -0.8
Cl 1.12167 1.87955 1.86279 -0.6 1.2 0.6
S 0.97994 1.39159 -1.89676 -0.6 -0.5 2.0
H 1.95875 -0.13568 1.41723 -1.4 -0.5 0.4
H 2.28598 1.35198 -1.99884 0.8 -0.2 -0.1
H 0.90926 -0.89293 -0.70461 0.3 3.2 0.5
H -1.10767 0.18023 -2.16591 -1.5 -3.0 4.0
O -0.04705 -1.97248 0.95473 -2.1 3.0 -3.8
H -1.28988 1.25973 0.45605 1.3 -2.1 -1.5
C -0.77044 0.23625 0.09643 -1.8 0.9 -4.3
C 0.76627 0.26640 -0.39821 -2.7 -1.5 0.4
H -2.46689 -0.32016 -1.11846 -0.6 -0.1 -0.1
H -0.40305 -1.92415 -0.15755 1.0 -0.6 4.6
```
Positions in Å, forces in eV/Å.